Computed, not measured: one molecule with the formula C5H7ClN2O2 in a non-equilibrium geometry, with ωB97M-V with the def2-TZVPD basis set.

For the orbital gap, the calculation gives 9.5 eV. The value obtained for the relative energy (zero: lowest compared OMol25 entry of this formula, charge and spin) is 3.2005 eV. For the total energy, the calculation gives -914.7478 a.u. For the LUMO energy, the calculation gives -0.44 eV. The SMILES is [H]/N=C(C)/C(=C(/C)Cl)[N+](=O)[O-]. As for the HOMO energy: -0.3669 Eh.

```
! wB97M-V def2-TZVPD RIJCOSX def2/J DEFGRID3
* xyz 0 1
H -2.06 2.29 -0.46
N -1.65 1.40 -0.22
C -0.42 1.22 -0.30
C 0.71 2.10 -0.85
C -0.09 -0.23 -0.09
C -0.13 -0.75 1.10
C 0.07 -2.12 1.43
Cl -0.47 0.44 2.43
N 0.28 -1.03 -1.24
O 0.65 -2.16 -1.09
O 0.15 -0.45 -2.31
H 1.54 1.92 -0.19
H 0.85 1.60 -1.89
H 0.28 3.11 -0.86
H 1.14 -2.43 1.16
H -0.18 -2.22 2.55
H -0.68 -2.71 0.83
*
```